Entry 1:
Formula: C4H11NO
Source: the Open Molecules 2025 dataset
Level of theory: wB97M-V/def2-TZVPD

Cartesian coordinates (Å):
C  3.18345  0.85561  -0.03378
C  2.90199  -0.49835  -0.03176
N  2.30100  -1.27921  -1.10634
H  3.75443  1.33397  0.75606
H  2.52990  1.47326  -0.70409
H  3.44872  -1.23574  0.63755
H  1.86982  -0.60011  -1.71569
H  1.58090  -1.65990  -0.54500
C  -2.72434  -0.63152  0.97761
C  -2.41839  0.65686  0.18734
O  -1.50821  0.47505  -0.88404
H  -2.97759  -0.38730  1.90337
H  -3.45949  -1.22719  0.36687
H  -1.74068  -1.13173  1.17917
H  -1.85421  1.51699  0.73723
H  -3.40272  1.08706  -0.20932
H  -1.48458  1.25226  -1.51519

Computed properties:
orbital gap: 9.57 eV
net charge: 0
SMILES: C=CN.CCO
DFT total energy: -288.908760 hartree
relative energy (zero: lowest compared OMol25 entry of this formula, charge and spin): 284.2 kJ/mol
2S+1: 1
E_HOMO: -8.80 eV
E_LUMO: 0.8 eV

***

Entry 2:
Formula: C4H11NO2
Source: the Open Molecules 2025 dataset
Level of theory: wB97M-V/def2-TZVPD

Cartesian coordinates (Å):
N  1.18532  -1.14719  1.56136
C  0.25576  -0.38629  0.97741
C  0.59640  1.04841  0.64899
C  -0.37114  -1.21735  -0.74054
C  -0.98484  -0.72835  0.38810
H  1.41839  1.40056  1.27158
H  0.94108  -1.42736  2.51091
H  2.61093  -1.27987  -1.44320
H  -0.35753  1.63182  0.84190
H  -0.04472  -0.65103  -1.73570
H  0.66061  0.17205  -3.74210
H  -1.90545  -0.15115  0.55283
H  -2.68882  2.53909  0.67340
H  -0.06910  -2.29293  -0.73908
O  -1.92781  1.99044  0.92453
H  0.86186  1.12355  -0.41723
H  2.87964  -0.61066  -1.31655
O  0.75812  -0.07915  -2.81502

Computed properties:
orbital gap: 4.49 eV
net charge: 0
DFT total energy: -363.739629 hartree
relative energy (zero: lowest compared OMol25 entry of this formula, charge and spin): 1387.7 kJ/mol
2S+1: 1
E_HOMO: -8.81 eV
E_LUMO: -4.3 eV

***

Entry 3:
Formula: C4H11NO2
Source: the Open Molecules 2025 dataset
Level of theory: wB97M-V/def2-TZVPD

Cartesian coordinates (Å):
C  -1.71364  0.91167  0.37227
N  -1.53593  -0.54350  0.41133
C  -0.20983  -1.09726  0.09511
C  0.29881  -0.78599  -1.31720
C  0.75932  -0.72816  1.24166
O  1.88073  -0.29816  1.11728
H  -1.41517  1.32671  -0.59958
H  -2.77344  1.11114  0.52992
H  -1.03961  1.33971  1.11774
H  -2.12190  -0.95668  -0.30626
H  -0.33534  -2.18689  0.21598
H  1.37722  -1.04190  -1.41856
H  -0.27214  -1.34972  -2.04253
H  0.44652  0.27399  -1.53768
H  0.29811  -0.83236  2.24114
O  1.77929  1.87810  -0.09424
H  2.67854  2.06621  0.18714
H  1.89845  0.91309  -0.21351

Computed properties:
orbital gap: 10.06 eV
net charge: 0
SMILES: CN[C@@H](C)C=O.O
DFT total energy: -364.201309 hartree
relative energy (zero: lowest compared OMol25 entry of this formula, charge and spin): 175.5 kJ/mol
2S+1: 1
E_HOMO: -9.28 eV
E_LUMO: 0.8 eV